The following is a quantum chemistry calculation of a 9-piece molecular cluster, C43H82BN12O3 overall at a distorted geometry, from OMol25.

Atoms and positions in Å:
C1 1.9037 0.5277 1.2018
C2 1.3996 -0.7576 0.5629
C3 2.2819 -1.0815 -0.5984
O1 1.9312 -2.2763 -1.2874
N1 0.7651 -2.0473 -2.0940
C4 1.2477 -2.4793 -3.3969
N2 1.4014 -1.6671 -4.4768
N3 1.4720 -3.7449 -3.3901
C5 0.6825 -4.3878 -2.2736
C6 0.0405 -5.6758 -2.7760
C7 0.8927 -6.8696 -2.3766
C8 0.6997 -7.2127 -0.8888
C9 1.9832 -7.2997 -0.0829
O2 1.9148 -6.3519 0.9892
C10 1.9374 -6.9145 2.2818
C11 -0.1926 -3.1778 -1.8923
B1 -1.0752 -3.1019 -0.5477
N4 -1.2129 -4.1919 0.4038
O3 -1.7239 -1.9264 -0.3536
H1 2.8788 0.3709 1.6401
H2 1.2452 0.8888 1.9712
H3 2.0263 1.2756 0.4302
H4 1.4847 -1.5403 1.3029
H5 0.3769 -0.6374 0.2359
H6 3.2742 -1.2918 -0.2213
H7 2.3769 -0.2367 -1.2701
H8 0.5901 -1.2995 -4.9338
H9 2.3018 -1.3478 -4.7735
H10 1.4367 -4.1677 -4.3152
H11 1.3600 -4.6880 -1.4953
H12 -0.0320 -5.6626 -3.8582
H13 -0.9669 -5.7612 -2.3990
H14 1.9225 -6.5764 -2.5209
H15 0.6585 -7.7232 -2.9884
H16 0.1853 -6.3757 -0.4480
H17 0.0996 -8.1042 -0.7992
H18 2.1516 -8.2849 0.3262
H19 2.8313 -6.9901 -0.6741
H20 1.3226 -7.8022 2.3426
H21 1.5323 -6.1961 2.9767
H22 2.9449 -7.1421 2.6038
H23 -0.8722 -3.0884 -2.7456
H24 -0.3475 -4.3610 0.9085
H25 -1.5297 -5.0639 0.0055
H26 -2.5212 -1.8660 -0.8910
C12 -6.6944 0.6770 -0.8279
C13 -6.6996 0.0989 0.5809
C14 -5.3544 -0.5326 0.9610
C15 -5.0319 -1.6881 0.1297
N5 -4.7798 -2.6013 -0.5192
H27 -6.5321 -0.1035 -1.5749
H28 -7.6449 1.1561 -1.0465
H29 -5.9131 1.4296 -0.9380
H30 -7.4958 -0.6401 0.6773
H31 -6.9175 0.8926 1.2961
H32 -5.3664 -0.8553 2.0030
H33 -4.5538 0.2032 0.8664
C16 5.8265 -6.6121 -1.1579
C17 6.6096 -7.8341 -0.6928
C18 7.3890 -8.4781 -1.8393
C19 6.4874 -8.9997 -2.8674
N6 5.7756 -9.3816 -3.6834
H34 5.0764 -6.8904 -1.9021
H35 5.3089 -6.1433 -0.3183
H36 6.4885 -5.8664 -1.6039
H37 5.9272 -8.5599 -0.2464
H38 7.3170 -7.5461 0.0846
H39 8.0065 -9.2937 -1.4657
H40 8.0600 -7.7585 -2.2845
C20 -6.7275 3.4608 -4.7854
C21 -8.1867 3.7623 -4.4624
C22 -8.3454 4.7847 -3.3315
C23 -7.8222 4.2876 -2.0631
N7 -7.3947 3.8999 -1.0715
H41 -6.2177 3.0110 -3.9317
H42 -6.6584 2.7631 -5.6194
H43 -6.1907 4.3693 -5.0615
H44 -8.7046 2.8388 -4.1991
H45 -8.6800 4.1596 -5.3496
H46 -9.3987 5.0322 -3.1953
H47 -7.8320 5.7137 -3.5836
C24 11.9608 -4.6598 -3.4912
C25 10.5273 -4.2025 -3.2447
C26 10.0535 -4.4681 -1.8122
C27 9.9989 -5.8949 -1.5043
N8 9.9612 -7.0168 -1.2617
H48 12.0618 -5.7386 -3.3660
H49 12.2709 -4.4146 -4.5060
H50 12.6511 -4.1711 -2.8022
H51 9.8575 -4.6958 -3.9516
H52 10.4501 -3.1307 -3.4290
H53 9.0622 -4.0434 -1.6622
H54 10.7130 -3.9762 -1.0971
C28 -4.5970 7.9393 1.9982
C29 -5.2943 6.6513 1.5760
C30 -4.4976 5.8482 0.5416
C31 -4.3589 6.5517 -0.7304
N9 -4.2599 7.0961 -1.7357
H55 -4.4762 8.6228 1.1578
H56 -5.1745 8.4568 2.7603
H57 -3.6094 7.7281 2.4128
H58 -6.2841 6.8779 1.1780
H59 -5.4439 6.0203 2.4553
H60 -5.0013 4.8983 0.3480
H61 -3.5051 5.6140 0.9326
C32 -5.0599 3.3219 4.6905
C33 -3.6557 3.3520 4.0973
C34 -2.6411 4.0670 4.9978
C35 -2.9605 5.4820 5.1625
N10 -3.2159 6.5920 5.2959
H62 -5.4606 4.3288 4.8124
H63 -5.7394 2.7728 4.0393
H64 -5.0631 2.8343 5.6663
H65 -3.6810 3.8353 3.1184
H66 -3.3070 2.3301 3.9381
H67 -1.6408 3.9874 4.5701
H68 -2.6038 3.5935 5.9798
C36 -5.7335 11.7504 6.4502
C37 -4.9624 10.4414 6.3202
C38 -3.7047 10.5731 5.4555
C39 -4.0202 10.9027 4.0680
N11 -4.2633 11.1361 2.9711
H69 -6.0991 12.0931 5.4815
H70 -6.5957 11.6232 7.1037
H71 -5.1051 12.5356 6.8736
H72 -5.6119 9.6697 5.9051
H73 -4.6584 10.0997 7.3103
H74 -3.1481 9.6343 5.4658
H75 -3.0446 11.3410 5.8621
C40 5.9559 2.5856 -1.0247
C41 5.2044 1.5182 -0.2368
C42 6.1038 0.7380 0.7274
C43 7.1145 -0.0426 0.0196
N12 7.9007 -0.6676 -0.5340
H76 6.7231 2.1435 -1.6614
H77 5.2721 3.1398 -1.6660
H78 6.4384 3.2986 -0.3556
H79 4.7209 0.8249 -0.9280
H80 4.4125 1.9923 0.3433
H81 5.5048 0.0508 1.3279
H82 6.5929 1.4183 1.4253

Calculated values
- E_HOMO: -0.4449 Eh
- Electronic energy: -70612.2815 eV
- Spin multiplicity: 1
- Net charge: +1
- Max |F|: 0.0296 hartree/bohr
- LUMO level: -4.025 eV

Atomic partial charges in e from the Mulliken method, atoms 1 to 8: -1.39, 0.03, -0.39, -0.15, -0.17, 0.18, -0.42, 0.02

---

The following is a quantum chemistry calculation of a 4-piece molecular cluster, C43H84BF11O16P3S2Si overall at a distorted geometry, from OMol25.

Atoms and positions in Å:
C1 3.4669 -3.3438 1.5972
C2 2.6524 -2.2552 2.3329
C3 1.6650 -1.4770 1.4541
C4 2.3593 -0.6520 0.3317
C5 3.0580 0.5374 1.0278
C6 1.4099 -0.2602 -0.8339
C7 0.9256 1.2054 -0.9912
C8 -0.5451 1.4629 -0.6193
C9 -1.0075 0.8731 0.7228
C10 -2.4230 0.2993 0.6282
C11 -3.5043 1.3303 0.3315
F1 -3.1782 2.4597 1.0574
F2 -3.5199 1.7569 -0.9445
C12 -4.9312 0.9846 0.8333
F3 -4.9671 0.9833 2.1691
F4 -5.7409 1.9879 0.4543
S1 -5.7043 -0.6290 0.2262
F5 -4.7909 -1.4911 1.1772
F6 -6.8203 -0.4863 1.3707
F7 -6.7079 0.1632 -0.7381
F8 -4.7185 -0.7582 -0.9952
F9 -6.4140 -1.9728 -0.2297
O1 0.3199 -1.1237 -1.1096
B1 0.1581 -1.2235 -2.5909
C13 -0.7885 -2.3840 -3.2288
F10 -2.0950 -2.2279 -2.7914
F11 -0.8392 -2.1126 -4.5987
C14 -0.3512 -3.8569 -3.1110
C15 -1.3239 -4.7720 -2.3095
Si1 -1.0515 -4.7337 -0.4492
C16 -1.9510 -3.2354 0.2592
C17 0.8031 -4.7288 -0.1633
C18 -1.7619 -6.2582 0.4433
C19 -0.9133 -7.1535 1.0939
C20 -1.4123 -8.2570 1.7896
C21 -2.7895 -8.4441 1.8320
C22 -3.6399 -7.5719 1.1688
C23 -3.1480 -6.4714 0.4742
O2 1.4612 -0.9195 -3.2069
C24 2.2839 -0.5999 -2.1224
C25 3.3729 0.4313 -2.4927
S2 4.7795 -0.2920 -3.3069
O3 5.8459 -0.4344 -2.3434
O4 4.4233 -1.4916 -4.0055
H1 3.1736 -4.3542 1.8903
H2 3.3316 -3.2977 0.5144
H3 4.5403 -3.2575 1.7863
H4 3.3436 -1.5757 2.8355
H5 2.0543 -2.7557 3.1015
H6 0.8410 -2.0704 1.0575
H7 1.2045 -0.7278 2.1134
H8 3.1641 -1.3051 -0.0121
H9 3.2835 1.3741 0.3679
H10 2.5112 0.9049 1.9017
H11 4.0022 0.1540 1.4279
H12 1.5422 1.9505 -0.4793
H13 1.0017 1.4454 -2.0567
H14 -0.6796 2.5498 -0.5787
H15 -1.1627 1.0911 -1.4351
H16 -0.3705 0.0542 1.0531
H17 -0.9364 1.6439 1.4953
H18 -2.4779 -0.5203 -0.0880
H19 -2.6695 -0.1165 1.6133
H20 -0.5282 -0.2069 -2.8431
H21 -0.3610 -4.2615 -4.1290
H22 0.6803 -3.9296 -2.7633
H23 -2.3576 -4.5940 -2.6098
H24 -1.0788 -5.7948 -2.6338
H25 -1.3020 -2.4030 0.5279
H26 -2.7439 -2.9394 -0.4305
H27 -2.4504 -3.5540 1.1855
H28 1.2698 -5.4377 -0.8622
H29 1.2108 -3.7516 -0.4338
H30 1.1140 -5.0438 0.8332
H31 0.1630 -7.0176 1.1040
H32 -0.7612 -8.9430 2.3193
H33 -3.1834 -9.2843 2.3949
H34 -4.7162 -7.7130 1.2084
H35 -3.8136 -5.7726 -0.0208
H36 2.8781 -1.5285 -2.0213
H37 3.7237 0.9287 -1.5874
H38 2.9323 1.2126 -3.1236
H39 5.1843 0.6285 -4.2313
O5 -9.6339 1.7729 6.7402
P1 -9.5004 0.2993 6.8415
O6 -8.0821 0.0281 7.5799
C26 -7.9444 0.3375 8.9678
C27 -8.6631 -0.6631 9.8569
O7 -9.0901 -0.1046 5.3119
C28 -9.3123 0.7959 4.2240
C29 -8.0671 1.5989 3.9092
O8 -10.0879 -1.1999 7.1122
C30 -11.4820 -1.4661 6.8335
C31 -11.7992 -1.4784 5.3495
H40 -8.3010 1.3542 9.1578
H41 -6.8762 0.3131 9.1808
H42 -9.7460 -0.5937 9.7347
H43 -8.4224 -0.4799 10.9051
H44 -8.3732 -1.6818 9.6008
H45 -10.1606 1.4493 4.4315
H46 -9.5844 0.1900 3.3568
H47 -7.6235 2.0331 4.8048
H48 -8.2939 2.4043 3.2088
H49 -7.3093 0.9565 3.4614
H50 -12.1056 -0.7373 7.3567
H51 -11.6929 -2.4457 7.2602
H52 -11.7847 -0.4695 4.9338
H53 -12.7944 -1.8911 5.1785
H54 -11.0681 -2.0695 4.8005
O9 2.6543 3.2101 -7.2903
P2 3.0760 2.7432 -8.6329
O10 1.8954 3.1965 -9.6534
C32 1.7303 4.5808 -9.9583
C33 2.8132 5.1013 -10.8888
O11 2.7667 1.1455 -8.5490
C34 2.5879 0.4868 -7.2852
C35 1.1225 0.3680 -6.9212
O12 4.1862 2.4975 -9.8094
C36 5.5625 2.2722 -9.4283
C37 5.7827 0.9242 -8.7660
H55 1.6994 5.1629 -9.0325
H56 0.7585 4.6725 -10.4429
H57 3.7868 5.1118 -10.3949
H58 2.5797 6.1174 -11.2116
H59 2.9034 4.4635 -11.7679
H60 3.1472 1.0015 -6.5028
H61 3.0183 -0.5119 -7.3776
H62 0.5991 1.3159 -7.0472
H63 1.0060 0.0369 -5.8872
H64 0.6298 -0.3554 -7.5730
H65 5.8997 3.0827 -8.7774
H66 6.1431 2.3265 -10.3486
H67 5.3743 0.9086 -7.7544
H68 6.8495 0.7072 -8.6941
H69 5.2937 0.1303 -9.3278
O13 5.5045 4.3264 2.9376
P3 6.9433 3.9760 2.8744
O14 7.0192 2.3637 2.8163
C38 6.6042 1.6858 1.6199
C39 7.6143 1.8351 0.4968
O15 7.4028 4.2114 4.4340
C40 6.5994 4.9817 5.3244
C41 5.6887 4.0945 6.1499
O16 8.4741 4.2158 2.3592
C42 8.8923 5.5534 2.0062
C43 9.0249 6.4719 3.2073
H70 5.6220 2.0489 1.3085
H71 6.5051 0.6325 1.8777
H72 7.6659 2.8692 0.1471
H73 7.3383 1.1985 -0.3457
H74 8.6122 1.5588 0.8378
H75 6.0263 5.7321 4.7788
H76 7.2824 5.5223 5.9849
H77 5.1611 3.3727 5.5279
H78 4.9539 4.6924 6.6919
H79 6.2727 3.5231 6.8738
H80 8.1987 5.9725 1.2736
H81 9.8606 5.4476 1.5188
H82 8.0461 6.7525 3.6000
H83 9.5431 7.3899 2.9268
H84 9.5731 5.9834 4.0115

Calculated values
- E_HOMO: -0.1693 Eh
- Electronic energy: -166702.6827 eV
- Spin multiplicity: 1
- Net charge: -1
- Relative energy (zero: lowest compared OMol25 entry of this formula, charge and spin): 0.0 kcal/mol
- Max |F|: 0.1319 hartree/bohr
- LUMO level: 1.516 eV

Atomic partial charges in e from the Mulliken method, atoms 1 to 8: -1.18, -0.78, -0.41, 1.05, -2.21, 1.26, -1.09, -1.37

---

The following is a quantum chemistry calculation of a 8-piece molecular cluster, C43H87FN2O12S8 overall at a distorted geometry, from OMol25.

Atoms and positions in Å:
C1 4.5657 -4.9216 3.0780
C2 3.1191 -5.1589 2.3673
C3 2.5781 -3.8450 1.6008
C4 0.9799 -3.8153 1.4299
N1 0.4876 -3.0450 0.2486
C5 0.3074 -1.6551 0.7095
C6 -0.9945 -1.1204 1.4231
C7 -2.2742 -2.0733 1.6606
O1 -1.9627 -3.3243 2.3113
C8 -2.2607 -4.4654 1.4793
C9 -3.6841 -5.1497 1.7989
O2 -4.6909 -4.1298 1.6044
C10 -5.4428 -4.3318 0.3852
C11 -6.6072 -3.1812 0.3639
O3 -6.1765 -2.1665 1.3078
C12 -7.2927 -1.4639 1.9050
C13 -7.3389 -0.0068 1.1786
C14 -0.9917 0.3818 1.8928
N2 -2.1349 0.9953 2.6145
C15 0.2214 1.3489 1.6338
C16 0.1061 2.8790 2.1101
C17 -1.0845 3.6087 1.2641
C18 -0.5655 4.7595 0.2840
F1 0.4294 4.3257 -0.6603
C19 1.4741 0.8094 0.9120
C20 1.5200 -0.6907 0.4489
C21 2.8542 -1.1809 -0.3209
O4 2.7688 -1.9906 -1.2713
C22 4.2281 -0.5203 0.1922
C23 5.5684 -1.4064 0.1965
C24 5.9156 -1.9245 -1.2869
C25 5.6338 -3.4783 -1.5582
C26 6.1190 -4.4732 -0.3999
C27 6.5183 -3.8689 -2.8816
C28 4.1677 0.8434 0.6324
S1 5.6382 1.7538 1.2739
C29 2.7894 1.6861 0.6078
O5 2.7782 2.9090 0.3394
H1 4.6887 -3.8049 3.3367
H2 4.6006 -5.5017 4.0726
H3 5.4402 -5.2971 2.4506
H4 3.2293 -6.0610 1.6663
H5 2.4114 -5.4522 3.2348
H6 3.0880 -3.7528 0.5792
H7 2.8479 -2.9479 2.2817
H8 0.6376 -4.9214 1.4125
H9 0.5592 -3.3953 2.4241
H10 -0.3701 -3.4385 -0.1571
H11 -3.0907 -1.5638 2.2949
H12 -2.7536 -2.2039 0.6150
H13 -2.2395 -4.2593 0.3539
H14 -1.4651 -5.2673 1.7345
H15 -3.7358 -5.6733 2.8106
H16 -3.8330 -5.9596 0.9832
H17 -4.8214 -4.2442 -0.5739
H18 -5.9460 -5.3615 0.3611
H19 -6.6922 -2.7465 -0.7010
H20 -7.5790 -3.6905 0.7050
H21 -7.0092 -1.2847 3.0110
H22 -8.2902 -2.0158 1.8605
H23 -6.3502 0.4977 1.4570
H24 -8.2625 0.5989 1.4516
H25 -7.2614 -0.2465 0.0502
H26 -2.6875 1.5827 1.9778
H27 -2.7013 0.2813 3.0882
H28 -0.1959 2.8595 3.2200
H29 1.0894 3.4516 2.0545
H30 -1.9360 3.9194 1.9580
H31 -1.5128 2.7744 0.5848
H32 -1.4680 5.1108 -0.3461
H33 -0.2444 5.6477 0.9271
H34 6.4911 -0.8099 0.5552
H35 5.4079 -2.2253 0.9739
H36 6.9944 -1.6683 -1.5513
H37 5.2161 -1.3434 -2.0019
H38 4.5589 -3.7362 -1.8315
H39 5.4540 -4.3283 0.5337
H40 7.2349 -4.4398 -0.1699
H41 5.8729 -5.5443 -0.7659
H42 6.9670 -2.9180 -3.3604
H43 7.3321 -4.6402 -2.6453
H44 5.8184 -4.3179 -3.6662
H45 6.4975 0.8483 1.9211
C30 -5.3017 1.2357 -4.5382
S2 -5.0932 0.0772 -3.1715
O6 -6.4242 -0.5519 -2.9082
C31 -4.8254 1.3298 -1.8984
H46 -5.5194 0.6673 -5.4427
H47 -6.1306 1.9151 -4.3291
H48 -4.3802 1.8007 -4.6821
H49 -5.6836 2.0029 -1.8509
H50 -3.9181 1.8928 -2.1259
H51 -4.7064 0.8263 -0.9369
C32 -7.5979 -9.1934 2.0066
S3 -7.6176 -7.4144 1.7018
O7 -6.6801 -7.1437 0.5685
C33 -6.7702 -6.9483 3.2260
H52 -8.0504 -9.6950 1.1504
H53 -6.5702 -9.5404 2.1281
H54 -8.1784 -9.4168 2.9037
H55 -5.7929 -7.4325 3.2724
H56 -7.3763 -7.2421 4.0848
H57 -6.6380 -5.8642 3.2312
C34 8.5076 6.4460 2.2782
S4 7.4128 5.0109 2.3176
O8 8.2768 3.7902 2.3975
C35 6.8390 5.1560 0.6145
H58 9.0074 6.5254 3.2445
H59 9.2556 6.3239 1.4925
H60 7.9202 7.3486 2.1006
H61 7.6878 5.1120 -0.0700
H62 6.3041 6.0965 0.4871
H63 6.1627 4.3262 0.4061
C36 3.5221 5.2069 -2.3647
S5 5.0697 5.9706 -2.8930
O9 5.8780 6.2420 -1.6639
C37 4.3409 7.5363 -3.4198
H64 3.7454 4.2194 -1.9582
H65 3.0482 5.8167 -1.5935
H66 2.8555 5.1014 -3.2226
H67 3.8173 8.0039 -2.5839
H68 3.6484 7.3571 -4.2441
H69 5.1426 8.1949 -3.7589
C38 -1.9778 3.7970 -8.1625
S6 -1.7669 2.6377 -6.7950
O10 -3.0977 2.0093 -6.5314
C39 -1.4980 3.8900 -5.5224
H70 -2.1966 3.2274 -9.0664
H71 -2.8064 4.4759 -7.9526
H72 -1.0557 4.3630 -8.3072
H73 -2.3561 4.5632 -5.4742
H74 -0.5912 4.4529 -5.7503
H75 -1.3780 3.3867 -4.5613
C40 -8.0745 4.0343 4.6002
S7 -8.6307 2.3245 4.7626
O11 -7.8187 1.4980 3.8192
C41 -10.2496 2.5777 4.0043
H76 -7.0553 4.1029 4.9823
H77 -8.0888 4.3339 3.5506
H78 -8.7240 4.6873 5.1862
H79 -10.1304 2.9665 2.9913
H80 -10.8305 3.2765 4.6090
H81 -10.7673 1.6178 3.9652
C42 8.4500 1.8551 -1.2534
S8 7.4330 2.4734 -2.6102
O12 7.1418 1.3191 -3.5142
C43 8.7311 3.4575 -3.3887
H82 7.8439 1.1790 -0.6495
H83 9.3118 1.3141 -1.6493
H84 8.7827 2.6909 -0.6346
H85 9.5757 2.8184 -3.6534
H86 9.0544 4.2428 -2.7029
H87 8.3245 3.9133 -4.2932

Calculated values
- E_HOMO: -0.2970 Eh
- Electronic energy: -162934.4982 eV
- Spin multiplicity: 1
- Relative energy (zero: lowest compared OMol25 entry of this formula, charge and spin): 228.0 kcal/mol
- Max |F|: 0.0812 hartree/bohr
- LUMO level: -0.600 eV

Atomic partial charges in e from the Mulliken method, atoms 1 to 8: -0.89, -0.49, 0.60, -0.59, -0.06, -1.11, 0.86, -0.32

---

Look up the spin multiplicity of the second one.
1